Below is 3 unconnected molecules or ions with the total composition C13H31Cl2N2O5P2, with properties calculated with the ωB97M-V functional and the def2-TZVPD basis.

Summary:
HOMO	-11.98	eV
molar mass	428.25	g/mol
frontier orbital gap	9.30	eV
electronic energy	-70817.4950	eV

The geometry in ORCA input format:
```
! RIJCOSX wB97M-V def2-TZVPD def2/J DEFGRID3
* xyz 1 1
Cl -5.30 0.59 -0.23
Cl -1.96 -4.17 -1.69
P -3.77 1.17 -1.43
P 1.81 -0.64 -2.52
O -2.15 -1.09 -1.73
O 0.56 -3.72 -1.85
O 2.06 1.83 0.08
O -4.24 0.45 -2.82
O -2.34 -0.60 2.29
N -0.03 -0.06 -0.43
N 1.92 -0.45 -4.06
C -0.50 -3.36 -2.25
C 3.45 2.10 0.38
C 3.57 2.73 1.75
C -1.33 -0.63 3.31
C -1.58 0.48 4.33
C 0.06 -1.36 0.30
C -1.06 -0.88 -2.60
C 0.13 -0.13 -1.93
C -0.74 -2.24 -3.24
C -2.51 -0.12 -0.78
C 4.06 2.95 -0.72
C -1.27 -2.00 3.97
C -1.33 0.63 -0.16
H -3.00 -0.67 0.03
H 3.96 2.47 -1.69
H 3.93 1.11 0.39
H -1.24 1.66 -0.52
H -1.61 -2.51 -3.83
H 0.23 -1.15 1.35
H 5.12 3.12 -0.53
H 2.60 0.25 -4.34
H -2.22 -2.22 4.46
H -3.85 0.91 -3.58
H -1.37 -0.24 -3.44
H 3.56 3.92 -0.77
H -3.19 -0.77 2.71
H -1.61 1.45 3.84
H 2.66 0.13 -1.71
H 0.89 -1.95 -0.09
H 0.11 -2.15 -3.92
H -1.47 0.68 0.92
H -2.54 0.32 4.83
H 1.98 -1.96 -2.10
H -0.49 -2.04 4.72
H 0.71 0.56 -0.09
H 3.13 2.10 2.51
H -0.80 0.49 5.09
H 0.09 0.91 -2.24
H 3.06 3.70 1.77
H -1.09 -2.78 3.22
H -0.39 -0.44 2.79
H 1.60 2.67 0.07
H -0.87 -1.91 0.19
H 4.62 2.90 2.00
*
```

***

Below is a molecular structure, C13H31CuNO7, with properties calculated with the ωB97M-V functional and the def2-TZVPD basis.

Summary:
HOMO	-0.99	eV
molar mass	376.94	g/mol
frontier orbital gap	3.51	eV
electronic energy	-74439.7190	eV
energy relative to the best compared isomer or geometry (same formula, charge and spin)	425.5	kJ/mol

The geometry in ORCA input format:
```
! RIJCOSX wB97M-V def2-TZVPD def2/J DEFGRID3
* xyz -1 1
Cu 0.86 -0.39 -0.04
O 1.96 0.23 1.69
O 0.80 1.87 -0.92
O -1.93 -3.46 3.08
O 2.99 -0.83 -1.12
O 3.37 -0.91 -3.05
O -0.96 -0.88 -1.67
O 1.50 -0.92 -2.58
N -0.41 -1.36 1.77
C -3.22 -0.17 -2.11
C 1.75 3.54 -2.18
C 1.70 3.67 0.40
C 1.86 2.79 -0.85
C 3.36 0.62 1.85
C -2.04 -4.58 2.29
C -2.53 -2.26 2.57
C -1.45 -0.26 -3.97
C -0.24 -0.12 2.62
C 2.58 -0.43 -2.22
C 1.25 0.10 2.88
C -1.78 -1.58 1.42
C -1.73 0.00 -2.50
H 3.94 0.41 0.95
H 0.10 2.28 -1.45
H -3.15 -0.22 -1.02
H -0.30 -2.10 2.45
H -0.08 -0.93 -2.05
H -0.62 0.75 2.09
H -1.51 1.03 -2.25
H 1.39 2.89 1.09
H -0.42 -0.15 -4.29
H 2.72 3.97 0.63
H -1.96 0.59 -4.42
H -3.01 -4.55 1.78
H 3.74 0.19 2.77
H -1.83 -1.25 -4.25
H 2.59 4.18 -2.44
H 1.66 2.98 -3.11
H -2.26 -0.65 1.11
H -3.82 0.69 -2.38
H 0.92 4.25 -2.18
H -3.55 -2.46 2.25
H -0.85 -0.31 3.50
H -3.68 -1.07 -2.52
H 1.57 -0.77 3.44
H 1.36 1.02 3.46
H -1.77 -2.19 0.52
H -1.92 -5.55 2.77
H -2.63 -1.49 3.33
H 2.75 2.16 -0.80
H 3.35 1.70 1.89
H 0.99 4.50 0.38
H -1.39 -4.55 1.42
*
```

***

Below is 3 unconnected molecules or ions with the total composition C13H31N4O3S2, with properties calculated with the ωB97M-V functional and the def2-TZVPD basis.

Summary:
HOMO	-10.97	eV
molar mass	355.55	g/mol
frontier orbital gap	8.24	eV
electronic energy	-47749.0225	eV

The geometry in ORCA input format:
```
! RIJCOSX wB97M-V def2-TZVPD def2/J DEFGRID3
* xyz 1 1
S -4.77 2.80 0.48
S 1.19 4.14 -2.47
O 1.16 2.82 -1.76
O -5.07 4.06 -0.24
O -1.50 -2.93 -1.01
N 0.21 1.15 0.55
N 0.66 -1.14 0.94
N -0.96 -0.71 -0.48
N 0.17 -2.31 0.49
C 3.08 -0.53 1.30
C 1.76 -1.06 1.91
C -3.24 2.17 -0.22
C 0.67 5.38 -1.28
C -2.54 -4.30 0.81
C -2.74 -3.35 -0.38
C 4.26 -1.46 1.64
C -5.84 1.53 -0.22
C -0.82 -2.01 -0.37
C -0.28 4.20 -3.48
C 5.47 -3.59 0.94
C 4.53 -2.47 0.53
C -0.04 -0.17 0.34
H 5.03 -4.22 1.71
H -0.37 5.19 -3.92
H -2.44 2.85 0.05
H 4.08 -1.97 2.59
H 1.45 5.46 -0.52
H -0.27 5.07 -0.82
H 3.58 -2.91 0.19
H -6.86 1.77 0.06
H -0.18 3.46 -4.27
H 1.46 -0.48 2.77
H -3.02 1.17 0.17
H 2.97 -0.48 0.22
H 3.29 0.45 1.71
H -3.00 -3.90 1.70
H 5.15 -0.86 1.80
H -3.27 -2.45 -0.08
H -3.32 -3.83 -1.15
H -2.93 -5.29 0.59
H -5.56 0.56 0.19
H 0.56 6.33 -1.79
H -0.39 1.66 1.17
H -5.74 1.53 -1.30
H -1.16 3.98 -2.87
H 4.94 -1.93 -0.32
H -1.48 -4.43 1.02
H 6.43 -3.19 1.27
H 0.52 -3.22 0.75
H -3.33 2.13 -1.31
H 1.93 -2.08 2.26
H 5.66 -4.23 0.08
H 0.88 1.65 -0.02
*
```

***

Below is 3 unconnected molecules or ions with the total composition C13H31NO3S2, with properties calculated with the ωB97M-V functional and the def2-TZVPD basis.

Summary:
HOMO	-8.37	eV
molar mass	313.53	g/mol
frontier orbital gap	8.94	eV
electronic energy	-43281.6298	eV

The geometry in ORCA input format:
```
! RIJCOSX wB97M-V def2-TZVPD def2/J DEFGRID3
* xyz 0 1
S 5.60 0.62 -2.43
S -0.59 5.88 -3.12
O 5.17 1.01 -3.82
O -1.12 7.24 -2.69
O 17.55 -1.77 2.77
N 16.79 -1.25 1.69
C 14.47 -0.66 0.69
C 15.05 -0.16 3.02
C 15.18 0.54 -0.01
C 18.91 -0.74 0.64
C 1.09 6.28 -3.87
C 14.68 -2.44 2.35
C -1.54 5.50 -4.69
C 15.31 -1.13 1.93
C 7.37 0.11 -2.67
C 17.81 1.07 2.00
C 16.67 0.30 -0.22
C 17.44 -0.11 1.07
C 4.84 -1.00 -2.03
H -1.64 6.30 -5.42
H 17.15 1.29 2.83
H 15.84 -0.14 3.76
H 17.09 1.22 -0.65
H 4.66 -1.05 -0.96
H 14.73 0.63 -1.00
H 15.04 -2.74 3.33
H 15.04 0.90 2.77
H 19.78 -0.76 1.29
H 17.71 1.96 1.37
H 7.61 -0.72 -2.00
H 16.84 -0.41 -1.03
H 3.85 -1.00 -2.49
H 7.65 -0.12 -3.70
H 14.18 -0.34 3.66
H 18.77 -1.73 0.22
H 1.03 7.33 -4.18
H 13.54 -0.15 0.94
H -2.50 5.23 -4.24
H 15.11 -3.33 1.88
H 14.47 -1.45 -0.06
H 18.82 1.22 2.37
H 7.97 0.97 -2.36
H 19.27 -0.24 -0.26
H 13.60 -2.56 2.27
H 5.42 -1.88 -2.30
H 1.47 5.73 -4.74
H 17.96 -2.56 2.42
H 1.84 6.02 -3.12
H -1.11 4.58 -5.09
H 14.95 1.40 0.61
*
```

***

Below is a molecular structure, C13H32ClGeMnNO7PSe, with properties calculated with the ωB97M-V functional and the def2-TZVPD basis.

Summary:
HOMO (alpha / beta)	-11.70 / -11.49	eV
molar mass	587.33	g/mol
frontier orbital gap (alpha / beta)	4.77 / 4.65	eV
electronic energy	-204808.3170	eV

The geometry in ORCA input format:
```
! RIJCOSX wB97M-V def2-TZVPD def2/J DEFGRID3
* xyz 1 2
Se 3.49 1.28 1.70
Ge 1.37 3.10 3.52
Mn 1.18 -0.29 -0.98
Cl 1.18 1.58 -0.06
P -0.51 -1.82 -1.14
O 0.88 -2.04 -1.75
O 2.59 0.09 -2.34
O -1.12 -0.60 -2.00
O 2.99 -0.82 -0.47
O -1.40 -3.07 -1.12
O -0.21 -1.08 0.17
O 4.57 -0.77 -1.99
N 3.47 -0.53 -1.65
C -0.15 -0.22 -4.20
C -1.71 -3.87 1.17
C 4.10 2.75 0.59
C -1.88 -1.99 -3.90
C -1.42 -0.61 -3.46
C 3.22 2.25 3.30
C -2.51 0.42 -3.65
C -2.43 -3.44 -0.09
C 1.60 3.89 5.29
C 1.11 4.47 2.15
C -3.19 -4.59 -0.72
C 0.05 1.67 3.51
C -3.33 -2.24 0.16
H -4.12 -2.51 0.86
H -2.81 -2.27 -3.40
H 2.40 4.63 5.27
H 1.98 5.13 2.09
H -0.34 -0.18 -5.27
H 3.95 3.06 3.38
H 0.68 4.38 5.60
H 1.85 3.12 6.02
H -2.07 -1.97 -4.98
H -3.41 0.14 -3.10
H 3.34 3.53 0.61
H 4.22 2.38 -0.43
H 0.24 0.97 4.32
H -1.00 -4.67 0.94
H -2.43 -4.25 1.89
H -3.92 -4.97 -0.02
H 5.05 3.11 0.97
H -3.71 -4.26 -1.62
H 3.31 1.56 4.13
H 0.91 4.04 1.18
H -2.50 -5.39 -1.00
H -0.94 2.10 3.65
H -2.75 0.50 -4.71
H 0.05 1.13 2.56
H -1.13 -2.75 -3.70
H -1.17 -3.04 1.62
H -3.80 -1.91 -0.77
H 0.20 0.77 -3.87
H 0.64 -0.95 -4.02
H -2.76 -1.41 0.58
H -2.18 1.40 -3.29
H 0.25 5.07 2.45
*
```

***

Below is 7 unconnected molecules or ions with the total composition C13H32N2O15, with properties calculated with the ωB97M-V functional and the def2-TZVPD basis.

Summary:
HOMO (alpha / beta)	-12.29 / -12.29	eV
molar mass	456.40	g/mol
frontier orbital gap (alpha / beta)	8.85 / 2.40	eV
electronic energy	-47674.2591	eV

The geometry in ORCA input format:
```
! RIJCOSX wB97M-V def2-TZVPD def2/J DEFGRID3
* xyz 1 2
O -1.69 1.33 3.10
O 3.49 -1.31 2.20
O -2.11 -0.28 4.57
O 3.27 3.51 -2.51
O -1.69 0.72 -1.17
O 0.66 -0.68 -3.97
O -1.91 1.96 5.12
O 1.61 2.69 -1.38
O 3.63 2.62 -0.46
O -2.07 -3.08 0.76
O -2.88 0.13 -2.90
O 1.68 -0.01 2.95
O -3.68 -3.36 2.25
O 1.40 -1.28 1.13
O -1.19 -1.72 -5.79
N -2.52 -3.41 1.85
N -2.14 -0.10 -1.95
C -1.69 0.51 1.95
C 2.29 -0.92 2.15
C -1.92 0.91 4.32
C 1.00 2.03 -0.36
C -2.44 1.89 6.42
C -2.42 -0.95 -5.98
C 1.68 -2.31 0.19
C 0.66 0.77 -4.14
C 2.92 2.92 -1.36
C -1.46 -3.83 2.85
C -1.64 -1.56 -1.97
C 4.61 3.56 -2.90
C 2.39 0.58 4.04
H 1.34 2.23 0.65
H 2.76 -0.16 4.75
H -0.80 -0.09 1.76
H 0.97 0.95 -0.51
H -3.26 -1.12 -5.32
H -0.78 -3.00 3.07
H -1.61 1.60 7.06
H -0.98 -1.56 -1.10
H 4.98 2.54 -3.06
H -3.37 1.36 6.60
H 2.19 -1.88 -0.67
H -2.46 -2.24 -1.76
H -1.16 -1.87 -2.89
H -0.05 2.32 -0.35
H 0.00 -1.14 -4.50
H 1.59 1.11 -3.69
H -0.69 -1.53 -6.59
H 4.87 4.21 -3.73
H 3.22 1.17 3.65
H 2.43 -2.99 0.60
H -0.23 1.00 -3.55
H -2.78 2.89 6.72
H -1.00 -4.70 2.39
H 1.74 1.26 4.59
H -1.96 -4.24 3.72
H -2.18 0.06 -5.67
H -2.73 -0.82 -7.02
H 0.78 -2.80 -0.18
H 0.57 1.20 -5.14
H 5.16 3.98 -2.06
H -1.89 1.15 1.09
H -2.51 -0.20 2.11
*
```

***

Below is 3 unconnected molecules or ions with the total composition C13H33FO12P3, with properties calculated with the ωB97M-V functional and the def2-TZVPD basis.

Summary:
HOMO	-5.09	eV
molar mass	493.31	g/mol
frontier orbital gap	6.87	eV
electronic energy	-69171.5356	eV

The geometry in ORCA input format:
```
! RIJCOSX wB97M-V def2-TZVPD def2/J DEFGRID3
* xyz -1 1
P 0.79 4.09 1.70
P -4.24 -0.25 -0.13
P 1.31 -5.38 0.05
F -0.12 3.64 0.28
O 0.37 -6.05 1.19
O 1.75 0.11 -0.46
O 0.40 1.59 -1.51
O 1.45 -3.94 0.79
O -5.66 -0.20 -0.96
O 1.36 5.57 1.02
O -4.88 -0.92 1.22
O 2.00 -6.87 -0.25
O 2.09 3.16 1.02
O 0.61 -5.12 -1.23
O -3.39 -1.19 -0.90
O -3.14 0.55 0.79
C -5.83 -1.18 -1.98
C -6.23 -1.37 1.34
C 1.43 1.87 -2.45
C -2.83 1.92 0.38
C 3.41 -6.87 -0.52
C -0.18 -5.36 2.30
C 0.68 -2.84 0.26
C 0.74 0.78 -0.53
C 3.63 2.64 -1.38
C 2.29 3.05 -2.00
C 2.72 5.51 0.67
C 4.17 3.62 -0.33
C 3.15 4.02 0.77
H 0.86 -1.97 0.89
H 3.63 -6.27 -1.40
H -3.72 2.54 0.43
H -2.08 2.32 1.06
H 5.00 3.12 0.16
H -6.93 -0.61 1.01
H 0.92 2.19 -3.36
H 4.58 4.52 -0.80
H -6.39 -2.27 0.75
H 1.03 -2.58 -0.74
H 2.02 1.00 -2.74
H 3.73 -7.90 -0.70
H -5.71 -2.19 -1.58
H -6.43 -1.58 2.39
H 0.58 -4.79 2.83
H 3.29 6.07 1.42
H -0.96 -4.67 1.98
H 3.77 4.02 1.69
H -0.59 -6.08 3.00
H 2.89 5.93 -0.33
H 1.48 4.34 2.94
H 0.17 2.94 2.35
H -0.40 4.83 2.04
H -2.42 1.92 -0.63
H -6.83 -1.05 -2.41
H 3.61 1.65 -0.93
H 3.97 -6.48 0.34
H 4.35 2.58 -2.20
H -5.11 -1.03 -2.78
H 1.71 3.72 -1.38
H 2.53 3.61 -2.91
H -0.38 -3.09 0.21
H -0.01 0.69 0.26
*
```

***

Below is a molecular structure, C13H33N5OPS2SiTl, with properties calculated with the ωB97M-V functional and the def2-TZVPD basis.

Summary:
HOMO (alpha / beta)	-13.66 / -13.63	eV
molar mass	603.02	g/mol
frontier orbital gap (alpha / beta)	6.21 / 4.70	eV
electronic energy	-67031.0830	eV
energy relative to the best compared isomer or geometry (same formula, charge and spin)	0.0	kJ/mol

The geometry in ORCA input format:
```
! RIJCOSX wB97M-V def2-TZVPD def2/J DEFGRID3
* xyz 2 1
Tl -0.19 0.57 -1.95
S -2.67 0.08 -0.12
S 4.56 0.57 0.12
P 0.99 -2.72 -0.78
Si -1.19 4.19 -1.07
O -0.24 2.94 -1.18
N 2.66 2.45 -0.33
N 2.68 -1.05 -0.26
N 2.10 0.17 -0.44
N -3.70 -1.99 1.13
N -2.85 -0.38 2.51
C 2.96 1.16 -0.26
C -0.49 -3.16 -1.78
C 4.80 -2.24 0.22
C 0.29 -2.36 0.86
C 3.94 -1.04 0.01
C -2.60 4.07 0.16
C -3.09 -0.81 1.27
C 5.15 -2.94 -1.10
C -2.31 0.93 2.86
C 1.88 -4.29 -0.60
C -4.28 -2.77 2.21
C -1.87 4.82 -2.79
C -0.14 5.80 -0.75
H -1.22 -2.36 -1.75
H -2.23 4.13 1.19
H -0.20 -3.35 -2.82
H -0.80 6.66 -0.81
H -3.11 1.65 3.02
H 1.10 -2.19 1.57
H -4.71 -3.67 1.78
H -2.51 4.02 -3.16
H -5.08 -2.23 2.72
H -1.68 1.29 2.05
H 5.72 -1.93 0.72
H 3.39 3.14 -0.24
H -0.92 -4.07 -1.37
H -3.32 4.88 0.02
H 2.72 -4.19 0.08
H -2.44 5.74 -2.62
H -3.94 -2.23 0.18
H -3.52 -3.07 2.93
H 5.76 -2.29 -1.73
H -0.31 -3.21 1.19
H 2.24 -4.64 -1.57
H -3.24 -0.90 3.28
H -3.12 3.12 0.06
H 1.18 -5.03 -0.20
H 1.73 2.74 -0.64
H 0.65 5.87 -1.50
H -0.33 -1.46 0.80
H 4.28 -2.93 0.89
H -1.72 0.84 3.77
H 0.27 5.69 0.25
H 5.73 -3.84 -0.90
H 4.26 -3.22 -1.65
H -1.04 5.00 -3.47
*
```